1.
DFT (wB97M-V/def2-TZVPD) results for a 5-piece molecular cluster, C5H20NO4 overall in a non-equilibrium geometry.

```
30
Properties=species:S:1:pos:R:3
C -1.112 0.936 1.091
C 0.347 0.596 0.910
N 0.875 0.693 -0.495
C 2.312 1.006 -0.289
C 2.251 2.283 0.521
C 1.240 1.774 1.586
H -1.829 0.177 0.807
H -1.556 1.869 0.670
H -1.352 1.199 2.162
H 0.613 -0.422 1.202
H 0.420 1.487 -0.946
H 0.749 -0.169 -1.106
H 2.875 0.209 0.203
H 2.831 1.072 -1.280
H 3.104 2.709 1.027
H 1.771 3.143 0.077
H 0.626 2.579 1.984
H 1.514 1.097 2.420
H 1.939 -2.975 0.744
H 3.032 -2.896 -0.271
O 2.467 -2.327 0.272
H -1.161 -0.607 -3.368
H -1.521 -1.193 -2.098
O -0.927 -0.484 -2.434
H -4.495 0.306 1.922
H -4.923 -0.166 0.592
O -4.117 0.093 1.061
H -1.614 -3.733 -1.987
H -1.678 -3.011 -0.621
O -1.908 -2.929 -1.554
```

Summary:
* lowest unoccupied orbital energy: -2.68 eV
* total charge: +1
* HOMO energy: -14.3 eV
* Kohn-Sham gap: 11.66 eV

List of natural (NBO) charges in e, atom by atom:
1. C -0.677
2. C -0.040
3. N -0.515
4. C -0.239
5. C -0.445
6. C -0.414
7. H 0.255
8. H 0.243
9. H 0.246
10. H 0.220
11. H 0.433
12. H 0.484
13. H 0.254
14. H 0.231
15. H 0.262
16. H 0.220
17. H 0.229
18. H 0.235
19. H 0.477
20. H 0.486
21. O -0.959
22. H 0.485
23. H 0.505
24. O -0.998
25. H 0.475
26. H 0.479
27. O -0.949
28. H 0.493
29. H 0.483
30. O -0.956



2.
DFT (wB97M-V/def2-TZVPD) results for a 4-piece molecular cluster, C5H20NO4S overall in a non-equilibrium geometry.

```
31
Properties=species:S:1:pos:R:3
C -0.378 -1.542 1.593
O -1.235 -0.624 2.211
C -0.870 -1.998 0.250
C 0.153 -2.103 -0.889
C 0.960 -0.832 -0.913
S 1.159 -0.511 -2.733
C 0.758 1.289 -2.536
N -2.001 -0.934 -0.407
H 0.481 -0.909 1.648
H 0.040 -2.240 2.400
H -1.777 -0.922 2.960
H -1.588 -2.845 0.368
H -0.457 -2.284 -1.760
H 0.790 -3.034 -0.926
H 0.552 0.131 -0.631
H 1.927 -1.011 -0.398
H 1.632 1.876 -2.698
H 0.642 1.549 -1.376
H 0.061 1.577 -3.276
H -1.454 -0.064 -0.508
H -2.655 -0.687 0.288
H -2.247 -1.292 -1.346
H 0.456 0.969 2.146
H 1.439 2.055 2.911
O 0.850 1.951 2.257
H 3.268 1.911 0.155
H 1.730 2.077 0.688
O 2.378 1.512 0.061
H -1.328 1.905 0.835
H -1.517 3.004 -0.301
O -1.765 2.025 -0.072
```

Summary:
* lowest unoccupied orbital energy: -3.09 eV
* total charge: +1
* HOMO energy: -11.5 eV
* Kohn-Sham gap: 8.38 eV

List of natural (NBO) charges in e, atom by atom:
1. C -0.138
2. O -0.770
3. C -0.001
4. C -0.469
5. C -0.546
6. S 0.172
7. C -0.732
8. N -0.726
9. H 0.198
10. H 0.243
11. H 0.507
12. H 0.228
13. H 0.224
14. H 0.271
15. H 0.222
16. H 0.253
17. H 0.230
18. H 0.231
19. H 0.224
20. H 0.459
21. H 0.447
22. H 0.452
23. H 0.497
24. H 0.488
25. O -0.958
26. H 0.489
27. H 0.502
28. O -1.009
29. H 0.486
30. H 0.510
31. O -0.982



3.
DFT (wB97M-V/def2-TZVPD) results for a 6-piece molecular cluster, C5H20NO7 overall in a non-equilibrium geometry.

```
33
Properties=species:S:1:pos:R:3
C -0.649 -2.213 -0.552
N -1.402 -1.203 -1.245
C -3.255 0.884 0.659
C -2.243 1.093 -0.599
C -1.196 0.109 -0.670
C -0.135 0.832 -1.660
O -0.129 2.198 -1.592
O -0.765 -3.277 -1.162
H -0.312 -1.849 0.492
H -2.286 -1.387 -1.686
H -2.593 0.256 1.279
H -3.444 1.914 1.146
H -4.180 0.286 0.424
H -1.761 2.091 -0.554
H -2.799 1.017 -1.592
H -0.443 0.052 0.185
H 0.872 0.349 -1.708
H -0.578 0.580 -2.677
H 3.058 -1.732 -1.080
H 2.073 -0.739 -0.518
O 2.133 -1.661 -0.988
H 2.286 -1.518 1.979
H 2.672 -0.167 1.602
O 2.899 -0.835 2.370
H 3.087 1.120 0.482
H 0.215 2.531 -0.794
O 2.291 0.708 0.411
H 0.065 0.414 1.523
H 0.476 -0.245 2.964
O -0.190 -0.126 2.200
H 0.825 2.749 2.258
H 1.235 1.731 1.077
O 0.789 2.585 1.367
```

Summary:
* lowest unoccupied orbital energy: 3.31 eV
* total charge: -1
* HOMO energy: -5.5 eV
* Kohn-Sham gap: 8.85 eV

List of natural (NBO) charges in e, atom by atom:
1. C 0.538
2. N -0.663
3. C -0.637
4. C -0.428
5. C -0.098
6. C -0.063
7. O -0.738
8. O -0.614
9. H 0.184
10. H 0.399
11. H 0.229
12. H 0.205
13. H 0.194
14. H 0.254
15. H 0.184
16. H 0.191
17. H 0.202
18. H 0.140
19. H 0.455
20. H 0.513
21. O -1.010
22. H 0.452
23. H 0.492
24. O -1.040
25. H 0.444
26. H 0.491
27. O -1.208
28. H 0.475
29. H 0.503
30. O -0.977
31. H 0.461
32. H 0.504
33. O -1.035



4.
DFT (wB97M-V/def2-TZVPD) results for a 6-piece molecular cluster, C5H20NO7 overall in a non-equilibrium geometry.

```
33
Properties=species:S:1:pos:R:3
C 1.227 1.325 1.797
N 1.058 1.177 0.479
C 2.080 1.726 -0.392
C 0.149 -1.148 0.243
C -0.011 0.367 -0.101
C -1.380 0.784 0.452
O -2.409 0.112 -0.243
O 0.654 0.747 2.712
H 1.889 2.172 2.037
H 1.839 1.478 -1.422
H 2.208 2.805 -0.339
H 3.034 1.211 -0.259
H 0.012 -1.253 1.309
H 1.113 -1.499 -0.132
H -0.628 -1.662 -0.312
H -0.061 0.378 -1.185
H -1.545 0.519 1.496
H -1.587 1.869 0.424
H 0.411 0.016 -4.167
H -0.336 0.656 -3.123
O 0.632 0.600 -3.429
H -0.503 -1.467 3.705
H -1.819 -1.227 2.955
O -1.460 -1.544 3.794
H 1.587 -0.567 3.605
H 2.210 -1.773 2.791
O 2.097 -1.394 3.664
H -1.590 -1.167 -2.618
H -1.112 -2.376 -3.551
O -1.134 -2.049 -2.649
H -2.457 0.510 -3.573
H -2.228 0.093 -1.213
O -1.940 0.579 -2.756
```

Summary:
* lowest unoccupied orbital energy: 3.15 eV
* total charge: -1
* HOMO energy: -5.5 eV
* Kohn-Sham gap: 8.69 eV

List of natural (NBO) charges in e, atom by atom:
1. C 0.550
2. N -0.418
3. C -0.424
4. C -0.624
5. C -0.101
6. C -0.059
7. O -0.777
8. O -0.689
9. H 0.102
10. H 0.259
11. H 0.195
12. H 0.186
13. H 0.195
14. H 0.196
15. H 0.256
16. H 0.266
17. H 0.166
18. H 0.152
19. H 0.450
20. H 0.511
21. O -1.025
22. H 0.481
23. H 0.475
24. O -0.955
25. H 0.501
26. H 0.470
27. O -0.985
28. H 0.511
29. H 0.452
30. O -1.011
31. H 0.439
32. H 0.512
33. O -1.255



5.
DFT (wB97M-V/def2-TZVPD) results for a 5-piece molecular cluster, C5H20O5 overall in a non-equilibrium geometry.

```
30
Properties=species:S:1:pos:R:3
C 3.081 -3.035 -2.257
O 3.447 -3.119 -0.839
H 2.230 -3.696 -2.418
H 2.694 -2.049 -2.513
H 3.803 -3.418 -2.979
H 2.647 -3.133 -0.307
C 0.706 -4.126 0.664
O 1.211 -2.857 0.831
H 0.717 -4.751 1.557
H -0.292 -3.971 0.253
H 1.258 -4.606 -0.145
H 0.933 -2.458 1.659
C -3.998 1.965 0.780
O -2.890 1.066 0.908
H -4.936 1.691 1.263
H -3.706 2.953 1.135
H -4.355 1.996 -0.249
H -2.199 1.215 0.259
C 1.224 0.524 -0.494
O -0.036 0.852 -0.053
H 1.150 0.601 -1.579
H 2.028 1.149 -0.106
H 1.308 -0.482 -0.084
H -0.171 1.629 0.495
C -1.080 4.534 0.443
O -0.771 3.383 1.174
H -0.293 4.800 -0.263
H -1.916 4.287 -0.210
H -1.383 5.379 1.062
H -0.411 3.676 2.015
```

Summary:
* lowest unoccupied orbital energy: 0.54 eV
* structure (SMILES): CO.CO.CO.CO.CO
* total charge: 0
* HOMO energy: -9.8 eV
* Kohn-Sham gap: 10.30 eV

List of natural (NBO) charges in e, atom by atom:
1. C -0.257
2. O -0.751
3. H 0.155
4. H 0.167
5. H 0.185
6. H 0.487
7. C -0.250
8. O -0.744
9. H 0.173
10. H 0.169
11. H 0.179
12. H 0.487
13. C -0.252
14. O -0.740
15. H 0.182
16. H 0.158
17. H 0.161
18. H 0.487
19. C -0.242
20. O -0.781
21. H 0.166
22. H 0.160
23. H 0.189
24. H 0.500
25. C -0.253
26. O -0.735
27. H 0.168
28. H 0.179
29. H 0.174
30. H 0.478



6.
DFT (wB97M-V/def2-TZVPD) results for C5H21N10O6Tl as an isolated structure in a non-equilibrium geometry.

```
43
Properties=species:S:1:pos:R:3
Tl -0.693 -0.394 -1.015
O -2.258 1.939 -1.138
H -2.576 2.141 -0.238
C 1.003 2.833 0.262
O 0.919 1.593 0.378
N -0.061 3.593 -0.030
N 2.163 3.499 0.346
H 0.063 4.591 -0.038
H -0.863 3.178 -0.482
H 3.005 2.971 0.489
H 2.152 4.475 0.116
C 0.524 -2.655 2.108
O -0.121 -1.948 1.305
N 1.814 -2.965 1.923
N -0.002 -3.242 3.211
H 2.193 -3.465 2.707
H 2.392 -2.663 1.161
H -1.009 -3.240 3.149
H 0.479 -3.656 3.986
C -1.716 1.136 2.576
O -1.824 0.684 1.427
N -2.700 1.831 3.172
N -0.577 1.000 3.306
H -2.502 2.478 3.916
H -3.494 1.977 2.567
H 0.176 0.393 3.039
H -0.521 1.556 4.142
C 1.210 2.147 -3.359
O 0.499 1.179 -2.980
N 0.808 2.996 -4.306
N 2.449 2.363 -2.897
H 1.351 3.754 -4.675
H -0.161 2.889 -4.566
H 3.054 3.016 -3.358
H 2.704 1.648 -2.233
C -0.890 -4.217 -1.815
O -0.559 -3.007 -1.840
N -0.122 -5.169 -2.354
N -1.981 -4.630 -1.155
H 0.664 -4.862 -2.901
H -0.314 -6.123 -2.107
H -2.168 -5.615 -1.231
H -2.511 -4.011 -0.571
```

Summary:
* lowest unoccupied orbital energy: -11.01 eV
* total charge: +2
* HOMO energy: -15.5 eV
* Kohn-Sham gap: 4.50 eV

List of natural (NBO) charges in e, atom by atom:
1. Tl 1.530
2. O -0.608
3. H 0.458
4. C 0.782
5. O -0.704
6. N -0.823
7. N -0.804
8. H 0.396
9. H 0.428
10. H 0.421
11. H 0.405
12. C 0.787
13. O -0.721
14. N -0.803
15. N -0.830
16. H 0.398
17. H 0.421
18. H 0.417
19. H 0.423
20. C 0.789
21. O -0.659
22. N -0.795
23. N -0.808
24. H 0.413
25. H 0.415
26. H 0.427
27. H 0.401
28. C 0.789
29. O -0.735
30. N -0.801
31. N -0.816
32. H 0.415
33. H 0.423
34. H 0.416
35. H 0.416
36. C 0.794
37. O -0.734
38. N -0.795
39. N -0.798
40. H 0.430
41. H 0.413
42. H 0.405
43. H 0.422



7.
DFT (wB97M-V/def2-TZVPD) results for C5H21NO3PSi2 as an isolated structure in a non-equilibrium geometry.

```
33
Properties=species:S:1:pos:R:3
C 4.832 -1.144 -1.217
P 4.462 -0.985 -3.118
O 4.080 0.681 -3.533
Si 2.669 -2.270 -3.395
O 1.184 -1.339 -3.527
Si 0.578 -0.819 -1.961
H 5.946 -0.867 -0.987
H 4.040 -0.449 -0.682
H 4.578 -2.262 -0.950
H 3.076 0.743 -3.375
H 2.917 -3.135 -4.558
H 2.576 -3.134 -2.209
H -0.635 -1.553 -1.519
H 1.577 -0.928 -0.898
H 0.156 0.587 -2.126
C -3.137 -0.246 2.648
C -3.403 0.908 1.691
C -2.285 1.123 0.659
O -1.149 1.735 1.282
C -0.157 0.810 1.724
N -3.498 2.165 2.503
H -2.353 -0.019 3.375
H -4.040 -0.488 3.214
H -2.844 -1.147 2.096
H -4.367 0.769 1.197
H -2.644 1.839 -0.090
H -2.028 0.204 0.123
H -0.166 -0.124 1.154
H -0.311 0.601 2.785
H 0.824 1.281 1.614
H -4.061 2.066 3.359
H -3.877 2.945 1.950
H -2.539 2.451 2.770
```

Summary:
* lowest unoccupied orbital energy: -3.54 eV
* total charge: +1
* HOMO energy: -10.2 eV
* Kohn-Sham gap: 6.65 eV

List of natural (NBO) charges in e, atom by atom:
1. C -0.940
2. P 0.589
3. O -0.927
4. Si 1.057
5. O -1.202
6. Si 1.174
7. H 0.258
8. H 0.219
9. H 0.242
10. H 0.474
11. H -0.147
12. H -0.201
13. H -0.203
14. H -0.198
15. H -0.196
16. C -0.646
17. C -0.073
18. C -0.089
19. O -0.557
20. C -0.257
21. N -0.681
22. H 0.223
23. H 0.236
24. H 0.257
25. H 0.234
26. H 0.206
27. H 0.220
28. H 0.184
29. H 0.172
30. H 0.219
31. H 0.446
32. H 0.445
33. H 0.461



8.
DFT (wB97M-V/def2-TZVPD) results for an isolated molecule of C5H21NSi4 in a non-equilibrium geometry.

```
31
Properties=species:S:1:pos:R:3
C 1.924 -2.030 -0.993
C 0.638 -2.396 1.670
C -2.681 -0.280 -1.477
C 0.078 0.179 -2.872
C -1.236 1.467 2.463
N -0.104 -0.131 -0.003
Si 1.655 2.976 0.785
Si 0.318 -1.826 -0.036
Si -0.957 0.572 -1.355
Si 0.441 1.045 1.522
H 2.728 -1.718 -0.334
H 2.305 -3.004 -1.200
H 1.924 -1.614 -2.055
H 1.707 -2.299 1.989
H 0.010 -1.837 2.481
H 0.334 -3.434 1.880
H -2.720 -0.744 -2.421
H -2.792 -1.046 -0.725
H -3.283 0.590 -1.400
H -0.207 0.377 -3.906
H 0.991 0.708 -2.705
H 0.356 -0.851 -2.746
H -1.803 2.299 2.194
H -1.872 0.554 2.581
H -0.883 1.602 3.499
H 1.920 3.115 -0.831
H 3.054 2.937 1.064
H 1.126 4.360 1.543
H -0.689 -2.698 -0.693
H -1.021 1.962 -1.057
H 1.288 0.216 2.496
```

Summary:
* lowest unoccupied orbital energy: 0.68 eV
* structure (SMILES): C[SiH](C)N([SiH](C)C)[Si@H](C)[SiH3]
* total charge: 0
* HOMO energy: -8.9 eV
* Kohn-Sham gap: 9.56 eV

List of natural (NBO) charges in e, atom by atom:
1. C -1.141
2. C -1.167
3. C -1.086
4. C -1.115
5. C -1.071
6. N -1.703
7. Si 0.312
8. Si 1.616
9. Si 1.597
10. Si 1.099
11. H 0.234
12. H 0.241
13. H 0.240
14. H 0.245
15. H 0.241
16. H 0.253
17. H 0.231
18. H 0.242
19. H 0.231
20. H 0.244
21. H 0.236
22. H 0.230
23. H 0.237
24. H 0.246
25. H 0.232
26. H -0.099
27. H -0.145
28. H -0.102
29. H -0.206
30. H -0.227
31. H -0.146